{
  "formula": "C24H23ClN6O2",
  "method": "wB97M-V/def2-TZVPD",
  "molar_mass_g_mol": 462.94,
  "spin_multiplicity": 1,
  "e_above_lowest_kcal_mol": 0.0,
  "gap_ev": 9.5,
  "lumo_energy_ev": 0.49,
  "smiles": "O=C(c1ccco1)N1CCN([C@@H](c2ccc(Cl)cc2)c2nnnn2Cc2ccccc2)CC1",
  "symbols": ["O", "C", "N", "C", "H", "C", "N", "C", "C", "H", "H", "H", "H", "C", "C", "N", "N", "N", "N", "C", "C", "C", "C", "C", "C", "C", "H", "H", "H", "H", "H", "H", "H", "C", "C", "C", "C", "C", "C", "H", "H", "Cl", "H", "H", "H", "H", "H", "H", "C", "C", "C", "C", "O", "H", "H", "H"],
  "positions_angstrom": [[2.858, 2.827, 1.831], [2.613, 2.488, 0.681], [1.343, 2.317, 0.242], [0.950, 1.775, -1.043], [1.652, 0.989, -1.330], [-0.453, 1.166, -0.938], [-0.502, 0.433, 0.311], [-0.554, 1.334, 1.452], [0.251, 2.603, 1.144], [0.680, 3.012, 2.060], [-0.394, 3.360, 0.686], [-1.586, 1.625, 1.707], [-0.120, 0.810, 2.311], [-1.457, -0.674, 0.393], [-1.063, -1.707, -0.606], [-1.320, -1.710, -1.897], [-0.767, -2.806, -2.395], [-0.183, -3.473, -1.493], [-0.335, -2.822, -0.338], [0.289, -3.300, 0.866], [1.743, -2.887, 0.919], [2.742, -3.849, 0.949], [4.073, -3.469, 0.998], [4.412, -2.127, 1.015], [3.417, -1.164, 0.976], [2.087, -1.541, 0.924], [1.317, -0.785, 0.878], [3.675, -0.116, 0.995], [5.449, -1.830, 1.055], [4.844, -4.224, 1.023], [2.481, -4.897, 0.934], [0.210, -4.390, 0.859], [-0.257, -2.904, 1.727], [-2.906, -0.241, 0.264], [-3.492, 0.030, -0.967], [-4.790, 0.502, -1.039], [-5.509, 0.714, 0.126], [-4.944, 0.444, 1.362], [-3.647, -0.032, 1.422], [-3.214, -0.252, 2.389], [-5.512, 0.603, 2.265], [-7.128, 1.311, 0.040], [-5.242, 0.703, -1.997], [-2.940, -0.158, -1.873], [-1.320, -1.103, 1.395], [-1.230, 1.943, -0.995], [-0.603, 0.478, -1.771], [0.965, 2.553, -1.816], [3.730, 2.284, -0.257], [5.063, 2.247, 0.076], [5.772, 2.090, -1.132], [4.827, 2.052, -2.114], [3.597, 2.167, -1.600], [4.905, 1.949, -3.178], [6.833, 2.019, -1.255], [5.460, 2.325, 1.067]]
}